# 1
ORCA calculation (the ωB97M-V functional and the def2-TZVPD basis) on a molecular structure, C36H46N4O7P2Tc.

ORCA input file:
```
! wB97M-V def2-TZVPD RIJCOSX def2/J DEFGRID3
* xyz 0 4
Tc 0.238 -0.130 0.030
C 4.093 0.358 -4.830
C 2.612 0.716 -4.978
C 1.967 1.065 -3.676
C 1.727 2.331 -3.154
C 2.064 3.648 -3.785
C 3.395 4.219 -3.292
C 1.142 2.157 -1.881
C 0.736 3.266 -1.025
C 0.153 3.139 0.187
C -0.202 4.022 1.337
C -0.122 5.498 1.064
C 1.302 6.040 1.205
C -0.469 3.482 2.561
C -0.516 1.941 2.650
C -0.999 0.915 3.658
C -1.266 -0.443 3.008
N -0.787 -0.966 1.831
C -1.194 -2.286 1.828
C -0.865 -3.266 0.869
C -0.141 -3.161 -0.304
N 0.353 -1.988 -0.792
C 0.956 -2.234 -1.988
C 1.498 -1.272 -2.843
C 1.512 0.130 -2.706
N 1.038 0.805 -1.615
C 0.865 -3.650 -2.266
C 0.193 -4.223 -1.221
C -0.195 -5.658 -1.060
C -1.619 -5.932 -1.545
C 1.437 -4.330 -3.469
C 2.943 -4.564 -3.354
C -1.950 -2.575 2.992
C -2.001 -1.399 3.728
C -2.715 -1.169 5.026
C -4.104 -0.553 4.844
C -2.611 -3.879 3.310
C -3.910 -4.088 2.528
N 0.079 1.801 0.599
C -0.625 4.267 3.829
C 0.658 4.327 4.666
H 4.534 0.088 -5.790
H 4.223 -0.482 -4.146
H 4.656 1.199 -4.422
H 2.080 -0.120 -5.442
H 2.508 1.553 -5.672
H 1.262 4.368 -3.598
H 2.100 3.530 -4.870
H 3.381 4.370 -2.211
H 3.619 5.175 -3.767
H 4.214 3.531 -3.507
H 0.991 4.255 -1.386
H -0.798 6.049 1.718
H -0.486 5.673 0.049
H 1.673 5.910 2.221
H 1.332 7.103 0.960
H 1.993 5.517 0.544
H -1.899 1.219 4.200
H -1.222 -4.263 1.100
H 1.915 -1.654 -3.766
H -0.098 -5.950 -0.012
H 0.508 -6.289 -1.609
H -2.341 -5.325 -0.996
H -1.888 -6.981 -1.416
H -1.722 -5.682 -2.603
H 1.222 -3.735 -4.361
H 0.927 -5.283 -3.622
H 3.475 -3.622 -3.206
H 3.339 -5.042 -4.251
H 3.170 -5.203 -2.499
H -2.108 -0.540 5.682
H -2.816 -2.120 5.553
H -4.044 0.409 4.329
H -4.602 -0.391 5.801
H -4.735 -1.203 4.236
H -2.823 -3.926 4.380
H -1.926 -4.708 3.110
H -4.626 -3.296 2.752
H -4.373 -5.045 2.772
H -3.726 -4.060 1.452
H -1.436 3.835 4.425
H -0.939 5.283 3.591
H 0.934 3.360 5.088
H 0.535 5.016 5.503
H 1.505 4.647 4.062
O -3.459 0.476 1.195
P -2.560 1.289 0.187
O -3.117 2.573 -0.209
O -1.749 0.376 -0.681
O -1.166 1.640 1.377
P 1.225 1.489 2.039
O 0.074 0.729 4.594
O 2.206 2.491 2.448
O 1.686 0.129 1.521
H -4.273 0.962 1.382
H 0.123 1.498 5.175
*
```

Properties
<S²>: 3.9028
E_tot, Ha: -2908.69495
LUMO energy (alpha / beta), eV: -0.30 / -1.49
HOMO (alpha / beta), eV: -5.94 / -6.88


# 2
ORCA calculation (the ωB97M-V functional and the def2-TZVPD basis) on a molecular structure, CH2O3S at a distorted geometry.

ORCA input file:
```
! wB97M-V def2-TZVPD RIJCOSX def2/J DEFGRID3
* xyz 0 1
C -0.890 0.020 -0.068
O 2.243 0.074 0.755
O 0.051 -1.008 -0.144
O 0.053 1.086 -0.075
S 1.372 -0.001 -0.380
H -1.428 -0.055 -0.907
H -1.401 -0.117 0.820
*
```

Properties
ΔE to the lowest compared entry with this formula, charge and spin, kcal/mol: 18.6
E_tot, Ha: -663.14327
LUMO energy, eV: 0.09
HOMO, eV: -10.86


# 3
ORCA calculation (the ωB97M-V functional and the def2-TZVPD basis) on a molecular structure, C26H38BrKN4O13PS at a distorted geometry.

ORCA input file:
```
! wB97M-V def2-TZVPD RIJCOSX def2/J DEFGRID3
* xyz 1 1
C 3.265 0.649 2.996
O 1.975 0.407 2.285
C 2.172 -0.786 1.422
C 0.772 -1.182 0.595
C 0.326 -2.533 1.408
C -0.100 -2.320 2.972
O -1.392 -2.598 3.307
N 0.790 -1.917 4.125
C 0.175 -0.862 5.015
C 1.223 -3.088 4.978
N -0.037 0.116 0.820
O -1.272 -0.384 0.653
C -2.219 0.047 1.682
O -1.964 0.363 2.950
C -3.809 0.218 1.193
C -5.044 0.638 2.194
C -6.549 0.793 1.501
C -6.870 0.540 -0.094
C -5.624 0.139 -1.106
C -4.140 -0.020 -0.427
C 0.193 1.023 -0.408
N -0.318 2.307 -0.635
C -1.179 3.050 0.380
C -0.258 3.229 1.727
C -0.409 4.674 2.485
O 0.979 5.208 2.685
P -0.001 3.227 -2.173
O 0.186 2.109 -3.541
O -1.381 4.246 -2.626
S 1.560 4.391 -2.062
N 1.117 0.197 -1.329
C 2.452 0.845 -1.559
O 2.912 1.655 -0.564
O 3.295 0.776 -2.760
C 1.056 -1.295 -1.051
C 2.337 -2.258 -1.389
O 2.305 -2.923 -2.698
C 3.184 -2.294 -3.688
O 2.329 -1.467 -4.564
C 2.561 -1.747 -5.990
C 1.307 -0.995 -6.803
O 1.437 0.499 -6.762
C -0.174 -1.732 -2.040
C -0.764 -3.237 -1.856
O -0.135 -4.316 -1.387
Br -2.685 -3.539 -2.466
H 3.319 0.124 4.043
H 3.392 1.823 3.130
H 4.198 0.282 2.374
H 2.511 -1.667 2.154
H 3.088 -0.606 0.719
H 1.254 -3.284 1.412
H -0.554 -3.143 0.905
H -0.887 -1.118 5.435
H 0.924 -0.711 5.930
H 0.186 0.184 4.440
H 2.060 -2.702 5.734
H 0.345 -3.483 5.648
H 1.695 -3.943 4.333
H -4.875 0.853 3.339
H -7.479 1.100 2.179
H -7.935 0.651 -0.597
H -5.721 -0.055 -2.259
H -3.237 -0.297 -1.156
H -1.381 4.157 -0.019
H -2.237 2.585 0.554
H 0.876 3.162 1.359
H -0.381 2.389 2.531
H -1.016 5.482 1.896
H -0.832 4.523 3.591
H 1.134 6.007 2.101
H 0.464 2.612 -4.362
H -2.172 3.893 -2.107
H 2.300 -3.137 -0.581
H 3.397 -1.743 -1.200
H 4.121 -1.743 -3.256
H 3.604 -3.177 -4.372
H 3.539 -1.180 -6.374
H 2.550 -2.883 -6.280
H 0.311 -1.220 -6.186
H 1.146 -1.414 -7.883
H 0.512 0.917 -6.883
H -1.087 -0.981 -1.879
H 0.108 -1.607 -3.194
K -0.825 -0.500 7.385
*
```

Properties
E_tot, Ha: -6123.01886
LUMO energy, eV: -3.94
HOMO, eV: -9.51


# 4
ORCA calculation (the ωB97M-V functional and the def2-TZVPD basis) on C20H19N3O6 in the gas phase at a distorted geometry.

ORCA input file:
```
! wB97M-V def2-TZVPD RIJCOSX def2/J DEFGRID3
* xyz 0 1
C 0.399 -4.257 4.934
N -0.631 -3.476 4.200
C -1.943 -3.484 4.591
O -2.366 -4.241 5.424
N -2.820 -2.582 4.117
C -2.471 -1.832 3.052
O -3.429 -1.207 2.618
N -1.196 -1.819 2.515
C -0.897 -1.113 1.305
C -1.699 -1.174 0.126
C -1.458 -0.407 -1.000
C -0.375 0.519 -0.972
O -0.045 1.287 -2.076
C -1.019 1.608 -2.983
C -0.684 1.648 -4.338
C -1.560 2.119 -5.328
C -2.821 2.552 -4.996
C -3.175 2.555 -3.618
C -2.268 2.076 -2.638
C 0.454 0.580 0.155
O 1.562 1.407 0.163
C 2.797 0.671 -0.031
C 3.906 1.539 -0.742
C 3.628 2.028 -2.182
O 3.917 3.382 -1.764
C 4.085 2.991 -0.364
C 0.220 -0.234 1.283
C -0.295 -2.669 3.109
O 0.854 -2.747 2.706
H 0.742 -5.072 4.323
H 1.220 -3.586 5.164
H 0.024 -4.668 5.885
H -3.799 -2.719 4.366
H -2.558 -1.856 0.064
H -2.079 -0.505 -1.903
H 0.331 1.350 -4.686
H -1.219 2.174 -6.374
H -3.576 2.869 -5.734
H -4.129 2.921 -3.285
H -2.487 2.156 -1.589
H 2.590 -0.172 -0.700
H 3.171 0.334 0.943
H 4.865 1.046 -0.672
H 4.317 1.697 -3.017
H 2.609 1.878 -2.537
H 5.112 3.198 -0.012
H 3.337 3.358 0.338
H 0.859 -0.121 2.160
*
```

Properties
ΔE to the lowest compared entry with this formula, charge and spin, kcal/mol: 45.2
Structure (SMILES): Cn1c(=O)[nH]c(=O)n(-c2ccc(Oc3ccccc3)c(OCC3COC3)c2)c1=O
E_tot, Ha: -1389.21825
LUMO energy, eV: 0.48
HOMO, eV: -8.67


# 5
ORCA calculation (the ωB97M-V functional and the def2-TZVPD basis) on C6H12O in the gas phase.

ORCA input file:
```
! wB97M-V def2-TZVPD RIJCOSX def2/J DEFGRID3
* xyz 0 1
C 2.617 -0.357 0.192
C 1.514 0.416 -0.529
C 0.164 0.231 0.144
C -1.026 1.007 -0.447
C -2.236 0.103 -0.126
C -1.571 -1.130 0.525
O -0.227 -1.130 0.094
H 2.618 -0.108 1.260
H 2.458 -1.435 0.107
H 3.609 -0.115 -0.201
H 1.750 1.488 -0.512
H 1.445 0.119 -1.585
H 0.259 0.507 1.208
H -1.106 2.000 0.008
H -0.906 1.137 -1.526
H -2.790 -0.173 -1.032
H -2.945 0.585 0.554
H -1.604 -1.068 1.622
H -2.026 -2.077 0.244
*
```

Properties
ΔE to the lowest compared entry with this formula, charge and spin, kcal/mol: 8.9
Structure (SMILES): CC[C@H]1CCCO1
E_tot, Ha: -311.04503
LUMO energy, eV: 1.19
HOMO, eV: -9.75


# 6
ORCA calculation (the ωB97M-V functional and the def2-TZVPD basis) on 9 unconnected molecules or ions with the total composition C36H72O19 at a distorted geometry.

ORCA input file:
```
! wB97M-V def2-TZVPD RIJCOSX def2/J DEFGRID3
* xyz 0 1
C 6.237 0.485 -6.588
C 6.642 -0.498 -5.498
O 6.057 -0.092 -4.268
C 5.481 -1.011 -3.499
O 5.361 -2.184 -3.746
O 5.055 -0.397 -2.407
C 4.162 -1.134 -1.576
H 5.311 0.096 -7.031
H 6.921 0.364 -7.432
H 6.049 1.500 -6.264
H 7.726 -0.516 -5.363
H 6.325 -1.497 -5.789
H 3.416 -1.618 -2.211
H 3.657 -0.458 -0.894
H 4.657 -1.918 -1.003
C 0.112 -5.489 0.361
C -1.325 -5.116 0.160
O -1.692 -4.220 1.227
C -2.965 -3.851 1.323
O -3.848 -4.131 0.555
O -3.078 -3.121 2.426
C -4.387 -2.670 2.754
H 0.211 -6.063 1.287
H 0.717 -4.605 0.585
H 0.541 -6.020 -0.482
H -2.004 -5.972 0.192
H -1.557 -4.605 -0.775
H -4.452 -2.670 3.840
H -5.175 -3.344 2.414
H -4.590 -1.691 2.326
C -1.510 -0.734 5.150
C -2.738 -0.973 5.984
O -3.719 0.012 5.652
C -4.259 0.727 6.634
O -3.936 0.705 7.788
O -5.224 1.487 6.101
C -5.852 2.401 6.979
H -0.636 -1.260 5.528
H -1.202 0.315 5.220
H -1.639 -0.896 4.080
H -2.437 -0.859 7.031
H -3.218 -1.952 5.979
H -6.137 3.294 6.422
H -5.210 2.740 7.790
H -6.773 1.988 7.392
C 1.589 2.243 1.703
C 2.042 3.679 1.815
O 3.456 3.698 2.054
C 3.951 4.794 2.617
O 3.363 5.832 2.760
O 5.199 4.530 2.995
C 5.999 5.611 3.453
H 0.500 2.236 1.634
H 1.860 1.651 2.578
H 2.006 1.751 0.822
H 1.563 4.101 2.702
H 1.828 4.263 0.923
H 5.434 6.540 3.396
H 6.898 5.710 2.845
H 6.314 5.406 4.474
C 2.562 2.615 -2.958
C 2.143 1.347 -3.717
O 1.620 1.599 -5.021
C 2.487 2.030 -5.927
O 3.671 2.171 -5.745
O 1.839 2.236 -7.068
C 2.692 2.568 -8.179
H 2.387 2.441 -1.894
H 2.031 3.506 -3.290
H 3.629 2.780 -3.089
H 1.375 0.795 -3.188
H 3.048 0.738 -3.773
H 2.081 2.412 -9.061
H 3.539 1.884 -8.214
H 3.058 3.587 -8.099
C -0.955 -0.507 1.193
C -1.284 -0.782 -0.290
C -0.049 -0.181 -0.939
O 1.043 -0.596 -0.133
C 0.520 -0.964 1.157
H -1.427 -1.173 1.911
H -1.078 0.552 1.413
H -2.199 -0.236 -0.521
H -1.400 -1.860 -0.396
H -0.125 0.916 -0.898
H 0.024 -0.482 -1.985
H 1.167 -0.607 1.953
H 0.478 -2.059 1.140
C -2.265 -3.191 -3.105
C -2.007 -3.315 -4.606
C -3.438 -3.033 -5.116
O -4.236 -3.796 -4.233
C -3.741 -3.570 -2.913
H -2.077 -2.151 -2.817
H -1.521 -3.769 -2.555
H -1.828 -4.345 -4.912
H -1.258 -2.627 -4.990
H -3.589 -3.355 -6.146
H -3.708 -1.966 -5.096
H -3.890 -4.465 -2.312
H -4.280 -2.754 -2.420
C -6.003 2.580 -1.925
C -7.450 2.298 -2.289
C -7.333 0.812 -2.667
O -6.388 0.274 -1.744
C -5.615 1.302 -1.150
H -5.820 3.523 -1.415
H -5.430 2.602 -2.858
H -7.758 2.828 -3.193
H -8.119 2.495 -1.454
H -6.941 0.746 -3.687
H -8.258 0.251 -2.565
H -4.538 1.135 -1.203
H -5.916 1.385 -0.099
C 3.257 -0.630 4.265
C 2.275 -0.123 5.296
C 3.138 0.089 6.521
O 4.323 0.656 5.984
C 4.542 0.185 4.637
H 2.961 -0.456 3.236
H 3.574 -1.652 4.471
H 1.398 -0.749 5.462
H 1.858 0.852 5.023
H 3.331 -0.800 7.136
H 2.734 0.828 7.216
H 5.397 -0.484 4.712
H 4.666 1.060 4.002
*
```

Properties
ΔE to the lowest compared entry with this formula, charge and spin, kcal/mol: 1.1
Structure (SMILES): CCOC(=O)OC.CCOC(=O)OC.CCOC(=O)OC.CCOC(=O)OC.CCOC(=O)OC.C1CCOC1.C1CCOC1.C1CCOC1.C1CCOC1
E_tot, Ha: -2844.41070
LUMO energy, eV: 0.34
HOMO, eV: -9.55